Entry 1:
83
Properties=species:S:1:pos:R:3:mulliken_charge:R:1 method="wB97M-V/def2-TZVPD" charge=-1 multiplicity=2 s_squared=0.932 homo_lumo_gap_ha="0.26009 / 0.25606" lumo_ev="2.6 / 2.6"
Mn 0.46778 0.16983 -0.30597 0.66
N -0.53704 2.03375 -1.00221 -0.34
C 0.30870 2.82737 -1.88193 -0.67
C 1.69737 2.83004 -1.26659 -0.57
N 2.09732 1.46334 -0.91912 0.54
C 2.84487 0.77230 -1.98089 -0.42
C 1.89711 0.07621 -2.93574 -0.76
N 0.98455 -0.75060 -2.13441 -0.31
H -1.40305 1.75596 -1.45090 0.09
H -0.75732 2.53210 -0.14658 0.17
H -0.04340 3.85379 -2.01922 0.56
H 0.30441 2.35676 -2.86384 0.15
H 1.67785 3.41127 -0.34100 0.12
H 2.41856 3.30204 -1.94172 0.42
H 2.71490 1.48910 -0.10728 -0.51
H 3.48870 0.04269 -1.49020 0.15
H 3.48680 1.47151 -2.52754 0.40
H 2.44973 -0.50809 -3.67458 0.51
H 1.29442 0.80087 -3.48130 0.20
H 1.42248 -1.63722 -1.90723 0.25
H 0.11572 -0.94333 -2.62601 0.23
N -8.05814 2.06395 -1.25188 -0.61
C -6.83842 1.46884 -1.61588 1.01
C -5.77474 1.42750 -0.71759 -0.83
C -4.55824 0.87766 -1.09191 -0.17
C -4.39498 0.36907 -2.36905 0.00
C -5.44648 0.40493 -3.27485 -0.61
C -6.66092 0.95458 -2.90154 -0.72
S -2.85056 -0.31744 -2.90931 1.16
O -3.14062 -1.59434 -3.51988 -0.75
O -2.24327 0.69069 -3.75975 -0.70
N -1.93043 -0.40031 -1.62717 -0.12
C -2.01895 -1.32469 -0.66340 0.16
N -3.12267 -2.05705 -0.42328 -0.54
C -3.08326 -2.87889 0.61413 -0.35
C -1.98743 -3.00974 1.44752 -0.95
C -0.89363 -2.22374 1.14132 0.36
N -0.88413 -1.40798 0.09438 0.49
H -8.22987 2.06825 -0.25882 0.24
H -8.85238 1.70697 -1.75907 0.23
H -5.90033 1.82437 0.28402 0.30
H -3.73878 0.83801 -0.38323 0.40
H -5.30914 -0.00846 -4.26615 0.39
H -7.48288 0.98673 -3.60923 0.27
H -3.98506 -3.45926 0.78920 0.40
H -1.98802 -3.67622 2.29722 0.40
H 0.02362 -2.24263 1.71389 -0.01
Se -0.30661 0.97111 2.00316 -0.14
C 0.42551 2.71751 2.28817 0.04
C -0.38058 3.81633 2.57677 -0.41
C 0.19928 5.06735 2.74830 -0.34
N 1.50630 5.30805 2.65551 -0.68
C 2.27903 4.24731 2.38998 -0.42
C 1.79957 2.96027 2.20441 -0.46
H -1.45436 3.69644 2.65752 0.42
H -0.42671 5.92759 2.96894 0.35
H 3.34554 4.43659 2.32000 0.40
H 2.49954 2.15820 2.01945 0.26
C 3.71173 -0.68019 5.29566 -1.47
C 2.57429 -0.43230 4.32091 0.51
C 1.68868 -1.64116 4.11359 -0.77
O 3.10758 0.11585 3.09600 -0.34
P 3.73073 -0.58909 1.81086 1.03
S 4.85285 0.77226 0.93130 -0.60
S 2.30985 -1.45880 0.68894 -0.36
O 4.62131 -1.74345 2.50811 -0.35
C 5.26982 -2.87185 1.87539 0.42
C 5.74426 -2.62087 0.45445 -1.30
C 4.35861 -4.08575 1.97490 -1.09
H 3.30576 -0.87761 6.29085 0.46
H 4.35416 0.19916 5.34832 0.35
H 4.30982 -1.53447 4.97822 0.19
H 1.94840 0.37864 4.69332 0.41
H 2.26530 -2.49958 3.76063 0.14
H 0.91349 -1.39887 3.39073 -0.23
H 1.21147 -1.89693 5.06286 0.54
H 6.14550 -3.03582 2.50534 0.29
H 4.89026 -2.49836 -0.21389 0.21
H 6.33190 -3.47928 0.12218 0.49
H 6.35887 -1.72432 0.40428 0.33
H 3.45767 -3.92570 1.38335 0.12
H 4.07638 -4.26189 3.01431 0.26
H 4.88192 -4.97114 1.60448 0.48


Entry 2:
79
Properties=species:S:1:pos:R:3:mulliken_charge:R:1 method="wB97M-V/def2-TZVPD" charge=-2 multiplicity=6 s_squared=9.235 homo_lumo_gap_ha="0.14296 / 0.14480" lumo_ev="4.0 / 4.0"
Fe 0.00000 0.00000 0.00000 -0.23
S 3.92070 1.81460 1.67210 -0.42
As 3.32220 2.41000 0.00910 -0.02
S 2.38740 0.05230 0.00000 -0.21
S 0.78760 2.25470 0.00000 -0.20
S 4.49650 1.10900 -1.42470 -0.52
C 1.99250 -5.61650 0.10730 -1.48
C 2.31150 -4.18980 0.60120 1.50
C 2.37830 -4.20830 2.13510 -1.63
C 3.69000 -3.78330 0.06090 -1.65
Sb 0.84430 -2.59850 0.00000 0.20
C 0.84050 -2.55710 -2.23420 2.04
C 2.05370 -1.70640 -2.65520 -1.58
C -0.41810 -1.84940 -2.75450 -1.84
C 0.94000 -3.94210 -2.87650 -1.73
C -1.12360 -3.19640 0.87020 1.99
C -1.10760 -2.73030 2.34090 -0.66
C -2.26920 -2.45000 0.17100 -2.47
C -1.39260 -4.70030 0.81360 -1.88
H 2.77460 -6.32500 0.45660 0.45
H 1.96530 -5.68950 -0.98760 0.22
H 1.03340 -5.99180 0.48670 0.21
H 3.16340 -4.91150 2.48930 0.47
H 1.41620 -4.54740 2.56130 0.25
H 2.61150 -3.19520 2.52740 0.36
H 4.47650 -4.48590 0.41270 0.45
H 3.95570 -2.75970 0.40150 0.35
H 3.69630 -3.80860 -1.04430 0.25
H 1.98150 -0.68820 -2.21430 0.12
H 2.10410 -1.60440 -3.76070 0.43
H 3.00430 -2.15330 -2.31290 0.21
H -0.54190 -0.85810 -2.26840 0.15
H -1.31340 -2.46450 -2.58520 0.28
H -0.35530 -1.69630 -3.85380 0.60
H 1.91830 -4.39830 -2.64670 0.31
H 0.88860 -3.86160 -3.98410 0.43
H 0.11400 -4.59520 -2.52520 0.26
H -0.93600 -1.63300 2.39570 -0.93
H -0.30350 -3.22360 2.91540 0.32
H -2.07300 -2.95770 2.84340 0.49
H -2.07670 -1.35550 0.15470 2.74
H -3.23360 -2.63120 0.69490 0.51
H -2.40850 -2.82210 -0.85310 0.15
H -0.67370 -5.23980 1.45370 0.34
H -1.33470 -5.06720 -0.23180 0.25
H -2.40190 -4.92960 1.21950 0.43
O -2.37660 0.07070 -0.56410 -0.60
S -1.89480 1.37720 0.00000 0.72
C -3.35970 2.44290 0.06590 0.11
C -3.38350 3.52740 0.95140 -0.26
C -4.50700 4.35390 1.01950 -0.77
C -5.61240 4.09730 0.20910 -0.32
C -5.59960 3.01220 -0.66620 -0.85
C -4.47820 2.18390 -0.73500 -0.10
C -1.16150 2.26990 -1.39980 0.05
C -1.27430 1.77730 -2.70550 -0.51
C -0.69470 2.46710 -3.77180 -0.96
C 0.00740 3.64860 -3.53870 -0.27
C 0.13520 4.13960 -2.24020 -0.63
C -0.44340 3.45080 -1.17190 0.39
H -2.53330 3.73530 1.59550 0.45
H -4.52270 5.19600 1.70680 0.37
H -6.48750 4.74020 0.26300 0.36
H -6.46330 2.80740 -1.29360 0.36
H -4.47990 1.33490 -1.41530 0.40
H -1.81490 0.85300 -2.89860 0.40
H -0.79000 2.07970 -4.78300 0.37
H 0.45850 4.18450 -4.37020 0.34
H 0.68750 5.05850 -2.06000 0.36
H -0.32820 3.84410 -0.16560 0.21
C -0.65430 0.11600 4.35630 -1.06
S 0.66760 -0.11830 3.20310 1.20
O 1.15500 -1.45690 3.52860 -0.59
O 1.58530 0.97110 3.52860 -0.65
O 0.00000 0.00000 1.90870 0.09
H -0.25470 0.04520 5.37020 0.37
H -1.40560 -0.65990 4.19430 0.33
H -1.09320 1.10280 4.19420 0.24
H -1.36420 -0.99150 0.00000 -0.86


ΔE to the lowest compared entry with this formula, charge and spin (computed, kcal/mol): 0.0 23.4